Formula: C42H110N8O13
Source: the OMol25 dataset
Level of theory: ωB97M-V with the def2-TZVPD basis set

Calculated values
- spin multiplicity = 1
- energy above the lowest of the compared OMol25 structures with the same formula, charge and spin (kcal per mole) = 0.0
- total energy (hartree) = -3082.06490
- HOMO (eV) = -8.09
- frontier orbital gap (eV) = 8.60
- net charge = 0
- SMILES string = COC[C@H](C)N.COC[C@H](C)N.COC[C@H](C)N.COC[C@H](C)N.COCCNCCOC.COCCNCCOC.COCCNCCOC.COCCNCCOC.CCO

Each atom is followed by the atoms it is bonded to, with distances in Å.
CARTESIAN COORDINATES (ANGSTROEM)
1 C 1.0959 4.4255 0.0668  O2 1.409, H7 1.104, H8 1.091, H9 1.096
2 O 1.6804 4.9844 -1.0870  C1 1.409, C3 1.385
3 C 1.3871 6.3363 -1.1556  O2 1.385, C4 1.505, H10 1.097, H11 1.098
4 C 2.4587 6.9826 -1.9923  C3 1.505, C5 1.532, N6 1.458, H12 1.091
5 C 2.3152 6.5426 -3.4530  C4 1.532, H13 1.089, H14 1.087, H15 1.097
6 N 3.8151 6.6444 -1.5794  C4 1.458, H16 1.032, H17 1.027
7 H 1.7389 4.6121 0.9446  C1 1.104
8 H 1.0546 3.3437 -0.0696  C1 1.091
9 H 0.0876 4.8187 0.2413  C1 1.096
10 H 0.4110 6.4965 -1.6303  C3 1.097
11 H 1.3720 6.6620 -0.1075  C3 1.098
12 H 2.3414 8.0667 -1.9589  C4 1.091
13 H 2.1453 5.4754 -3.5842  C5 1.089
14 H 3.1971 6.8872 -3.9867  C5 1.087
15 H 1.4539 7.0458 -3.9083  C5 1.097
16 H 3.9234 6.8567 -0.5750  N6 1.032
17 H 3.8748 5.6189 -1.5654  N6 1.027
18 C 3.1792 1.7605 2.1202  O19 1.437, H24 1.093, H25 1.102, H26 1.087
19 O 2.0661 1.9139 3.0157  C18 1.437, C20 1.393
20 C 2.1221 3.1109 3.7260  O19 1.393, C21 1.497, H27 1.102, H28 1.109
21 C 0.8278 3.3491 4.4398  C20 1.497, C22 1.520, N23 1.492, H29 1.094
22 C -0.3892 3.2670 3.5330  C21 1.520, H30 1.089, H31 1.100, H32 1.101
23 N 0.9501 4.6570 5.1476  C21 1.492, H33 1.022, H34 1.035
24 H 4.1006 1.7321 2.7074  C18 1.093
25 H 3.2187 2.5804 1.3852  C18 1.102
26 H 2.9486 0.8632 1.5515  C18 1.087
27 H 2.9400 3.1172 4.4643  C20 1.102
28 H 2.2814 3.9521 3.0212  C20 1.109
29 H 0.6605 2.6214 5.2394  C21 1.094
30 H -0.2843 3.6019 2.5020  C22 1.089
31 H -1.2554 3.7533 4.0044  C22 1.100
32 H -0.8019 2.2462 3.5136  C22 1.101
33 H 0.0087 4.9184 5.4490  N23 1.022
34 H 1.1087 5.3806 4.4243  N23 1.035
35 C 6.3733 -0.7713 1.3613  O36 1.405, H41 1.105, H42 1.085, H43 1.104
36 O 6.2847 -1.3850 0.1008  C35 1.405, C37 1.431
37 C 5.3334 -0.7569 -0.7641  O36 1.431, C38 1.501, H44 1.098, H45 1.099
38 C 5.2633 -1.4394 -2.0997  C37 1.501, C39 1.481, N40 1.496, H46 1.098
39 C 4.2676 -0.7705 -2.9686  C38 1.481, H47 1.091, H48 1.093, H49 1.107
40 N 4.9364 -2.8974 -2.0348  C38 1.496, H50 1.013, H51 1.026
41 H 6.7116 0.2736 1.2391  C35 1.105
42 H 7.0914 -1.3612 1.9216  C35 1.085
43 H 5.4211 -0.6895 1.9133  C35 1.104
44 H 4.3773 -0.8676 -0.2362  C37 1.098
45 H 5.6519 0.2855 -0.9057  C37 1.099
46 H 6.2624 -1.4416 -2.5541  C38 1.098
47 H 4.0780 -1.3231 -3.8896  C39 1.091
48 H 4.4751 0.2770 -3.2018  C39 1.093
49 H 3.2490 -0.7405 -2.5371  C39 1.107
50 H 5.7280 -3.3578 -1.6029  N40 1.013
51 H 4.1926 -3.0497 -1.3449  N40 1.026
52 C 2.5736 2.4030 -3.9106  O53 1.417, H58 1.094, H59 1.104, H60 1.106
53 O 1.2030 2.5593 -3.5866  C52 1.417, C54 1.414
54 C 0.3842 2.8805 -4.6937  O53 1.414, C55 1.479, H61 1.109, H62 1.097
55 C -0.9466 3.3293 -4.2298  C54 1.479, C56 1.529, N57 1.474, H63 1.104
56 C -1.9199 3.4632 -5.4009  C55 1.529, H64 1.094, H65 1.095, H66 1.090
57 N -0.8023 4.6460 -3.5840  C55 1.474, H67 1.039, H68 1.028
58 H 3.1766 2.3178 -3.0016  C52 1.094
59 H 3.0061 3.2566 -4.4618  C52 1.104
60 H 2.7360 1.4707 -4.4824  C52 1.106
61 H 0.8192 3.7621 -5.2078  C54 1.109
62 H 0.3205 2.0410 -5.3971  C54 1.097
63 H -1.3238 2.6175 -3.4747  C55 1.104
64 H -1.9613 2.5900 -6.0582  C56 1.094
65 H -1.5782 4.3295 -5.9776  C56 1.095
66 H -2.9466 3.6250 -5.0712  C56 1.090
67 H 0.0434 4.6004 -2.9819  N57 1.039
68 H -1.4940 4.7332 -2.8283  N57 1.028
69 C -7.6897 3.6772 1.8526  O70 1.387, H78 1.091, H79 1.096, H80 1.103
70 O -6.5593 2.8784 1.9395  C69 1.387, C71 1.428
71 C -5.3908 3.5561 1.4777  O70 1.428, C72 1.487, H81 1.105, H82 1.113
72 C -4.1939 2.6819 1.5971  C71 1.487, N73 1.461, H83 1.113, H84 1.094
73 N -3.8995 1.9550 0.3644  C72 1.461, C74 1.480, H85 1.014
74 C -4.9514 1.0191 -0.0933  N73 1.480, C75 1.519, H86 1.090, H87 1.103
75 C -4.6229 0.4302 -1.4547  C74 1.519, O76 1.419, H88 1.111, H89 1.111
76 O -4.7416 1.4127 -2.4720  C75 1.419, C77 1.426
77 C -4.2905 0.9271 -3.7350  O76 1.426, H90 1.089, H91 1.103, H92 1.096
78 H -8.5467 3.0431 2.0847  C69 1.091
79 H -7.8518 4.1400 0.8724  C69 1.096
80 H -7.6706 4.4640 2.6252  C69 1.103
81 H -5.2218 4.5299 1.9726  C71 1.105
82 H -5.5455 3.8291 0.4095  C71 1.113
83 H -4.3582 2.0399 2.4912  C72 1.113
84 H -3.3138 3.3139 1.7481  C72 1.094
85 H -3.0341 1.4344 0.4558  N73 1.014
86 H -5.8756 1.5940 -0.1563  C74 1.090
87 H -5.0097 0.2054 0.6488  C74 1.103
88 H -5.2858 -0.4611 -1.4952  C75 1.111
89 H -3.5750 0.0651 -1.5124  C75 1.111
90 H -4.4578 1.7203 -4.4625  C77 1.089
91 H -4.9735 0.1145 -4.0340  C77 1.103
92 H -3.2478 0.5934 -3.6905  C77 1.096
93 C -8.1524 -2.2723 -6.1508  O94 1.400, H102 1.099, H103 1.102, H104 1.082
94 O -7.1866 -2.1822 -5.1407  C93 1.400, C95 1.384
95 C -5.8928 -2.3314 -5.6086  O94 1.384, C96 1.500, H105 1.100, H106 1.108
96 C -5.0324 -2.8269 -4.4838  C95 1.500, N97 1.481, H107 1.096, H108 1.091
97 N -5.4595 -4.1825 -4.0666  C96 1.481, C98 1.466, H109 1.020
98 C -4.4810 -4.8069 -3.1714  N97 1.466, C99 1.519, H110 1.104, H111 1.090
99 C -4.1158 -4.0249 -1.9216  C98 1.519, O100 1.415, H112 1.107, H113 1.103
100 O -3.3875 -2.8354 -2.1625  C99 1.415, C101 1.393
101 C -2.0130 -2.9393 -2.3643  O100 1.393, H114 1.092, H115 1.093, H116 1.095
102 H -8.1843 -3.2858 -6.5743  C93 1.099
103 H -7.9105 -1.5872 -6.9797  C93 1.102
104 H -9.0993 -2.0026 -5.7033  C93 1.082
105 H -5.5423 -1.3906 -6.0577  C95 1.100
106 H -5.8416 -3.0928 -6.4118  C95 1.108
107 H -5.1435 -2.1194 -3.6544  C96 1.096
108 H -4.0081 -2.8788 -4.8560  C96 1.091
109 H -6.3567 -4.0591 -3.5967  N97 1.020
110 H -3.5559 -4.9098 -3.7641  C98 1.104
111 H -4.7704 -5.8331 -2.9435  C98 1.090
112 H -3.6095 -4.6559 -1.1658  C99 1.107
113 H -5.0343 -3.7100 -1.3982  C99 1.103
114 H -1.4723 -3.4739 -1.5804  C101 1.092
115 H -1.7274 -1.8875 -2.2782  C101 1.093
116 H -1.7498 -3.2739 -3.3726  C101 1.095
117 C -4.0910 -1.1344 3.3583  O118 1.397, H126 1.105, H127 1.099, H128 1.092
118 O -2.7225 -1.0592 3.0901  C117 1.397, C119 1.483
119 C -1.8602 -1.9515 3.9029  O118 1.483, C120 1.512, H129 1.095, H130 1.103
120 C -2.0314 -1.7094 5.3860  C119 1.512, N121 1.426, H131 1.095, H132 1.096
121 N -2.9495 -2.6043 6.0102  C120 1.426, C122 1.447, H133 1.012
122 C -2.8150 -2.7733 7.4407  N121 1.447, C123 1.535, H134 1.100, H135 1.092
123 C -3.3459 -1.6119 8.2928  C122 1.535, O124 1.426, H136 1.094, H137 1.097
124 O -2.4399 -0.5114 8.2672  C123 1.426, C125 1.392
125 C -1.7950 -0.2671 9.4763  O124 1.392, H138 1.093, H139 1.092, H140 1.097
126 H -4.5227 -2.1246 3.1233  C117 1.105
127 H -4.5874 -0.4913 2.6183  C117 1.099
128 H -4.3650 -0.7685 4.3498  C117 1.092
129 H -0.8450 -1.7036 3.5756  C119 1.095
130 H -2.0759 -2.9548 3.4985  C119 1.103
131 H -2.2496 -0.6515 5.5667  C120 1.095
132 H -1.0603 -1.9405 5.8386  C120 1.096
133 H -3.9150 -2.4284 5.7639  N121 1.012
134 H -1.7430 -2.7842 7.6881  C122 1.100
135 H -3.2867 -3.6878 7.8066  C122 1.092
136 H -3.5014 -1.9762 9.3123  C123 1.094
137 H -4.2712 -1.2130 7.8579  C123 1.097
138 H -2.4727 -0.3537 10.3297  C125 1.093
139 H -1.4349 0.7636 9.4379  C125 1.092
140 H -0.9230 -0.9150 9.6299  C125 1.097
141 C 9.5633 -7.3369 -1.8968  O142 1.399, H150 1.102, H151 1.101, H152 1.088
142 O 9.5799 -6.0417 -1.3692  C141 1.399, C143 1.419
143 C 8.7487 -5.8676 -0.2319  O142 1.419, C144 1.532, H153 1.098, H154 1.098
144 C 7.7455 -4.7617 -0.5745  C143 1.532, N145 1.404, H155 1.111, H156 1.088
145 N 7.0373 -4.2699 0.5342  C144 1.404, C146 1.447, H157 1.018
146 C 6.1889 -5.1920 1.2567  N145 1.447, C147 1.498, H158 1.102, H159 1.098
147 C 5.0563 -4.4926 1.9439  C146 1.498, O148 1.403, H160 1.095, H161 1.106
148 O 4.0245 -4.2513 1.0248  C147 1.403, C149 1.389
149 C 3.0776 -3.3567 1.5056  O148 1.389, H162 1.096, H163 1.089, H164 1.091
150 H 8.6237 -7.4927 -2.4511  C141 1.102
151 H 9.6413 -8.1210 -1.1282  C141 1.101
152 H 10.3998 -7.5057 -2.5719  C141 1.088
153 H 9.3960 -5.5920 0.6112  C143 1.098
154 H 8.2288 -6.7887 0.0640  C143 1.098
155 H 7.0780 -5.2181 -1.3357  C144 1.111
156 H 8.3245 -3.9795 -1.0606  C144 1.088
157 H 6.7053 -3.3099 0.4741  N145 1.018
158 H 6.8080 -5.6746 2.0306  C146 1.102
159 H 5.8511 -5.9984 0.5918  C146 1.098
160 H 5.3624 -3.5730 2.4544  C147 1.095
161 H 4.6606 -5.1716 2.7223  C147 1.106
162 H 2.2904 -3.9124 2.0269  C149 1.096
163 H 2.6068 -2.8860 0.6439  C149 1.089
164 H 3.5353 -2.6275 2.1759  C149 1.091
165 C 0.6056 -0.0156 -1.2071  C166 1.491, H168 1.102, H169 1.080, H170 1.092
166 C -0.3066 0.0491 -0.0289  C165 1.491, O167 1.460, H171 1.094, H172 1.088
167 O -0.5371 -1.3343 0.3763  C166 1.460, H173 0.972
168 H 0.7466 1.0075 -1.5913  C165 1.102
169 H 0.2294 -0.6392 -2.0050  C165 1.080
170 H 1.6065 -0.3041 -0.8803  C165 1.092
171 H -1.2964 0.4152 -0.3163  C166 1.094
172 H 0.1196 0.5785 0.8202  C166 1.088
173 H -1.3846 -1.3187 0.8510  O167 0.972

Mulliken population analysis, charges in e, atoms 1 to 99: atom 1 (C): -1.144, atom 2 (O): -0.023, atom 3 (C): -0.766, atom 4 (C): 0.233, atom 5 (C): -0.972, atom 6 (N): -0.824, atom 7 (H): 0.344, atom 8 (H): 0.175, atom 9 (H): 0.528, atom 10 (H): 0.242, atom 11 (H): 0.608, atom 12 (H): 0.443, atom 13 (H): -0.194, atom 14 (H): 0.456, atom 15 (H): 0.363, atom 16 (H): 0.286, atom 17 (H): 0.308, atom 18 (C): -0.445, atom 19 (O): -0.116, atom 20 (C): -0.735, atom 21 (C): 0.608, atom 22 (C): -0.659, atom 23 (N): -0.791, atom 24 (H): 0.357, atom 25 (H): 0.189, atom 26 (H): 0.016, atom 27 (H): 0.318, atom 28 (H): 0.147, atom 29 (H): 0.216, atom 30 (H): -0.288, atom 31 (H): 0.468, atom 32 (H): 0.170, atom 33 (H): 0.296, atom 34 (H): 0.294, atom 35 (C): -0.790, atom 36 (O): -0.406, atom 37 (C): -0.239, atom 38 (C): 0.764, atom 39 (C): -1.337, atom 40 (N): -0.705, atom 41 (H): 0.331, atom 42 (H): 0.352, atom 43 (H): 0.174, atom 44 (H): -0.068, atom 45 (H): 0.386, atom 46 (H): 0.430, atom 47 (H): 0.438, atom 48 (H): 0.382, atom 49 (H): -0.158, atom 50 (H): 0.060, atom 51 (H): 0.258, atom 52 (C): -0.946, atom 53 (O): 0.042, atom 54 (C): -1.041, atom 55 (C): 1.149, atom 56 (C): -1.661, atom 57 (N): -0.638, atom 58 (H): 0.152, atom 59 (H): 0.388, atom 60 (H): 0.401, atom 61 (H): 0.338, atom 62 (H): 0.408, atom 63 (H): -0.027, atom 64 (H): 0.365, atom 65 (H): 0.417, atom 66 (H): 0.305, atom 67 (H): -0.032, atom 68 (H): 0.300, atom 69 (C): -0.820, atom 70 (O): -0.279, atom 71 (C): -0.930, atom 72 (C): 0.040, atom 73 (N): 0.014, atom 74 (C): -0.261, atom 75 (C): 0.392, atom 76 (O): -0.477, atom 77 (C): -0.422, atom 78 (H): 0.255, atom 79 (H): 0.315, atom 80 (H): 0.310, atom 81 (H): 0.514, atom 82 (H): 0.359, atom 83 (H): 0.053, atom 84 (H): 0.299, atom 85 (H): -0.093, atom 86 (H): 0.445, atom 87 (H): -0.119, atom 88 (H): 0.145, atom 89 (H): -0.353, atom 90 (H): 0.255, atom 91 (H): 0.252, atom 92 (H): 0.109, atom 93 (C): -0.828, atom 94 (O): -0.304, atom 95 (C): -0.885, atom 96 (C): 0.077, atom 97 (N): -0.342, atom 98 (C): -0.892, atom 99 (C): -0.530